C43H52GaN2O5SSiTe as an isolated structure at a distorted geometry. Source: OMol25; level of theory: ωB97M-V/def2-TZVPD.

```
106
Properties=species:S:1:pos:R:3:forces:R:3
Ga -0.53275 0.94391 -1.08874 0.435 -0.439 -0.290
C 0.06826 2.29536 -4.42106 -0.086 0.060 0.095
O -0.89615 1.57330 -3.68339 -0.310 0.170 0.001
C -2.16134 1.53308 -4.32812 -0.141 -0.030 0.032
C -3.26913 1.20357 -3.34082 0.351 0.306 0.113
O -3.33729 2.25353 -2.39603 0.018 -0.035 -0.059
C -4.30251 2.04441 -1.38536 0.374 0.194 0.177
C -4.33095 3.26814 -0.47871 0.069 -0.107 -0.258
O -3.05454 3.51150 0.05805 0.104 0.096 -0.023
C -2.93283 4.82067 0.58946 -0.028 -0.320 -0.038
H 0.23877 1.84339 -5.40462 0.033 0.016 -0.010
H -0.24669 3.33476 -4.56073 0.012 -0.015 0.008
H 0.98896 2.27205 -3.83833 0.042 0.009 -0.070
H -2.39274 2.50435 -4.78144 0.129 0.012 0.007
H -2.11908 0.77149 -5.11628 -0.172 0.031 -0.029
H -4.22864 1.14971 -3.86900 0.065 -0.239 -0.161
H -3.05695 0.23567 -2.86377 -0.103 0.064 0.095
H -5.29311 1.91695 -1.83865 -0.089 -0.077 0.107
H -4.04736 1.14596 -0.80567 -0.041 0.007 -0.020
H -4.64301 4.13584 -1.07308 -0.083 -0.007 -0.021
H -5.06178 3.11515 0.32654 -0.102 -0.030 -0.071
H -3.43349 4.89964 1.55903 -0.070 0.053 0.024
H -1.87396 5.02313 0.72214 0.067 -0.023 0.031
H -3.35881 5.55969 -0.09770 0.032 0.014 0.018
C -4.35571 -2.19997 7.16902 0.036 0.014 -0.037
C -3.59888 -1.72123 5.96164 0.024 0.018 -0.071
C -3.05533 -0.44813 5.89377 -0.053 -0.105 0.047
C -2.36271 -0.01067 4.77029 0.164 0.258 -0.127
C -1.81788 1.39482 4.75764 -0.017 -0.152 -0.021
C -2.19888 -0.86333 3.67065 0.070 0.166 0.138
Te -1.10474 -0.04572 1.94613 -0.576 -0.799 0.576
N 0.94798 1.02644 0.89480 0.046 0.180 -0.390
C 1.06605 2.11408 1.68545 0.166 0.318 0.053
O 0.36140 2.24915 2.70018 0.033 -0.090 -0.205
C 2.01994 3.24371 1.37493 -0.185 0.064 -0.041
C 2.63802 3.87642 2.44825 0.019 -0.141 0.016
C 3.48544 4.95182 2.23749 -0.028 -0.017 0.018
C 3.67974 5.43314 0.95141 0.049 -0.004 -0.002
C 3.02520 4.84062 -0.11892 0.002 0.088 -0.031
C 2.20063 3.74673 0.08769 -0.050 -0.105 0.135
C 0.01984 -1.81118 1.65731 0.215 -0.048 -0.098
C -0.17762 -2.64773 0.56133 -0.171 0.058 -0.090
C -1.26163 -2.45840 -0.46978 0.167 0.061 0.129
C 0.67019 -3.73938 0.39838 0.112 0.049 -0.007
C 1.72778 -3.98147 1.25748 -0.046 0.030 -0.024
C 2.70210 -5.09560 1.00058 -0.047 0.042 0.035
C 1.89166 -3.13914 2.35063 -0.038 -0.072 -0.003
C 1.05087 -2.06276 2.57261 -0.016 0.100 0.129
C 1.27272 -1.17984 3.76951 0.006 0.017 -0.104
C -2.75854 -2.14993 3.71763 -0.019 -0.062 -0.243
C -2.69681 -3.11836 2.56679 0.006 0.037 0.109
C -3.44200 -2.55123 4.85904 0.032 0.063 0.084
H -4.39733 -1.43372 7.94162 -0.002 -0.006 0.008
H -3.88369 -3.08890 7.59027 -0.016 0.002 0.030
H -5.37748 -2.46888 6.89637 -0.011 -0.002 0.035
H -3.17150 0.22689 6.73464 0.007 0.012 -0.007
H -1.90300 1.85069 5.74267 -0.012 0.028 -0.010
H -2.37402 2.01278 4.04658 0.053 0.055 0.013
H -0.77307 1.41692 4.44746 -0.044 0.079 0.079
H 2.43466 3.50394 3.44338 0.070 0.027 0.025
H 3.98590 5.42135 3.07435 -0.012 -0.006 0.008
H 4.33959 6.27464 0.78354 -0.014 0.012 -0.011
H 3.15850 5.24271 -1.11499 -0.016 -0.053 -0.022
H 1.67737 3.29928 -0.74787 0.036 -0.041 -0.030
H -1.99057 -1.71105 -0.15718 -0.071 -0.014 -0.106
H -1.78164 -3.40039 -0.65146 -0.031 0.027 -0.013
H -0.81721 -2.13292 -1.41242 -0.056 0.003 -0.072
H 0.51539 -4.39335 -0.45248 -0.012 -0.019 -0.033
H 2.41761 -5.67147 0.12091 0.013 -0.031 0.014
H 2.76128 -5.76843 1.85737 0.023 -0.029 -0.019
H 3.69840 -4.68317 0.83136 0.010 -0.028 -0.010
H 2.71471 -3.31635 3.03391 -0.006 0.036 0.027
H 2.16312 -1.48594 4.31590 0.008 0.017 -0.009
H 0.41858 -1.22460 4.45018 0.014 0.023 0.020
H 1.40238 -0.14099 3.45391 0.045 0.006 0.070
H -2.92098 -2.61377 1.62721 0.014 -0.070 -0.042
H -3.42303 -3.91787 2.70805 -0.026 0.019 -0.018
H -1.70773 -3.56715 2.48488 -0.015 -0.030 -0.050
H -3.87347 -3.54649 4.88598 -0.002 -0.006 -0.041
O 2.97567 -0.49784 0.54707 0.036 -0.282 0.062
S 2.26340 0.58737 -0.13770 0.194 0.492 0.235
N 1.35017 -0.04420 -1.35654 -0.611 0.495 0.682
C -0.62356 -2.86283 -5.56626 0.032 0.003 0.021
C -0.13486 -3.72004 -4.59105 -0.067 -0.046 -0.057
C 0.71673 -3.23844 -3.60669 0.049 -0.065 0.059
C 1.09591 -1.89697 -3.55980 0.137 -0.029 0.145
C 0.59859 -1.05722 -4.55614 0.066 0.088 0.019
C -0.24743 -1.52659 -5.54914 -0.011 0.036 -0.016
Si 2.22964 -1.27221 -2.18215 0.084 -0.003 -0.717
C 3.83014 -0.53638 -2.87047 -0.147 -0.153 0.089
C 5.06444 -0.95307 -2.37238 -0.054 -0.071 0.010
C 6.25108 -0.41929 -2.85420 0.120 0.003 -0.057
C 6.22687 0.54500 -3.85113 -0.049 -0.026 -0.026
C 5.00840 0.98574 -4.34961 -0.016 -0.013 -0.030
C 3.82824 0.45007 -3.85748 -0.061 0.029 -0.034
H -1.27966 -3.23379 -6.34346 -0.013 -0.011 0.014
H -0.41558 -4.76612 -4.60069 0.012 0.000 -0.001
H 1.10217 -3.92539 -2.86135 -0.005 -0.013 0.036
H 0.88781 -0.01549 -4.55450 -0.051 -0.086 -0.031
H -0.60975 -0.85087 -6.31550 0.010 -0.015 -0.017
H 2.63023 -2.45301 -1.39711 -0.069 -0.097 0.036
H 5.09183 -1.70919 -1.59563 0.024 0.023 0.024
H 7.20088 -0.76165 -2.46211 -0.017 -0.006 0.026
H 7.14946 0.94321 -4.25416 0.021 0.021 0.064
H 4.97989 1.73562 -5.13089 0.003 0.009 0.013
H 2.88481 0.80178 -4.26076 0.025 0.029 -0.017
```
Forces are in eV/Å.

Computed properties:
- frontier orbital gap (spin up / spin down) (eV) = 7.774 / 5.741
- LUMO level (spin up / spin down) (eV) = 0.4 / -1.8
- relative energy (zero: lowest compared OMol25 entry of this formula, charge and spin) (kJ/mol) = 79.09
- 2S+1 = 2